Record 1
Molecular formula: C5H5N
Method: DFT, wB97M-V/def2-TZVPD

Calculated values
Charge: 0
Kohn-Sham gap: 10.8 eV
Spin multiplicity: 1
Energy relative to the best compared isomer or geometry (same formula, charge and spin): 187.7 kJ/mol
SMILES: CC#CCC#N

Each line ends with the natural charge from an NBO analysis.
Positions of all 11 atoms, in Å:
1 C 1.20972 1.98870 0.63157  -0.6874
2 C 0.54466 0.73196 0.29220  0.0519
3 C -0.03987 -0.28582 0.02645  -0.0466
4 C -0.54505 -1.60125 -0.37439  -0.5629
5 C -1.94872 -1.67540 -0.80748  0.2929
6 N -3.03354 -1.84234 -1.16561  -0.3102
7 H 1.41868 2.57858 -0.26670  0.2396
8 H 2.16510 1.80638 1.13518  0.2389
9 H 0.57950 2.57588 1.30675  0.2415
10 H 0.07090 -1.94657 -1.21139  0.2718
11 H -0.42139 -2.33012 0.43342  0.2704

Forces on atoms 1 to 6 (eV/Å):
C 0.07 0.07 0.07
C -0.34 -0.38 -0.07
C 0.31 0.42 0.06
C 0.11 -0.13 -0.08
C -0.79 -0.11 -0.26
N 0.90 0.25 0.32

***

Record 2
Molecular formula: C3H5NO2S
Method: DFT, wB97M-V/def2-TZVPD

Calculated values
Charge: 0
Kohn-Sham gap: 9.5 eV
Spin multiplicity: 1
Energy relative to the best compared isomer or geometry (same formula, charge and spin): 658.4 kJ/mol

Each line ends with the natural charge from an NBO analysis.
Positions of all 12 atoms, in Å:
1 C -0.95823 1.34377 0.08865  -0.1649
2 C -0.75061 -1.15041 0.26891  0.1747
3 C 1.76870 -0.10992 -0.24972  -0.1937
4 H -1.09583 1.84339 1.30949  0.2344
5 H -1.44141 2.18321 -1.00149  0.2425
6 H -1.52623 -1.95174 0.37928  0.2152
7 H -0.37033 -0.75089 1.43338  0.1753
8 H 2.84306 0.28133 -0.37892  0.2425
9 N 1.67371 -1.36119 -0.44607  -0.1127
10 O -1.34389 0.11830 -0.37649  -0.5835
11 O 0.24853 -1.80841 -0.60234  -0.4165
12 S 0.95254 1.36255 -0.42469  0.1866

Forces on atoms 1 to 6 (eV/Å):
C 1.10 2.47 -2.35
C 1.34 1.32 1.16
C 2.57 -0.10 -1.27
H 0.13 -1.98 -3.77
H 1.36 -2.19 4.04
H 0.42 1.25 -0.33

***

Record 3
Molecular formula: C3H7N3O
Method: DFT, wB97M-V/def2-TZVPD

Calculated values
Charge: 0
Kohn-Sham gap (alpha / beta): 7.9 / 8.2 eV
Spin multiplicity: 1
Energy relative to the best compared isomer or geometry (same formula, charge and spin): 561.0 kJ/mol

Each line ends with the natural charge from an NBO analysis.
Positions of all 14 atoms, in Å:
1 C 2.63771 0.38780 0.15464  0.0535
2 C 1.51798 -0.37390 -0.21274  -0.1241
3 C -3.22556 -0.18816 -0.00558  -0.2425
4 N 3.79776 -0.15013 0.07102  -0.6559
5 N 0.22086 0.05673 -0.06799  -0.2553
6 N -0.93777 -0.55459 -0.16741  -0.0073
7 O -1.94786 0.40315 0.06807  -0.4108
8 H 2.38475 1.40183 0.47425  0.1429
9 H 1.60631 -1.37170 -0.35096  0.2079
10 H -3.81421 0.62972 -0.05378  0.1931
11 H -3.51379 -0.87802 0.85003  0.1696
12 H -3.30812 -0.90535 -0.79155  0.1888
13 H 4.57871 0.44903 0.00450  0.3427
14 H 0.00323 1.09359 0.02749  0.3973

Forces on atoms 1 to 6 (eV/Å):
C 0.16 0.49 -0.18
C -2.98 1.56 0.99
C 1.52 -3.40 1.61
N -0.97 -1.00 -0.78
N -0.94 2.41 0.05
N 0.87 -0.90 0.03

***

Record 4
Molecular formula: C20H24N3O6
Method: DFT, wB97M-V/def2-TZVPD

Calculated values
Charge: -1
Kohn-Sham gap: 7.5 eV
Spin multiplicity: 1

Each line ends with the natural charge from an NBO analysis.
Positions of all 53 atoms, in Å:
1 O 1.62294 5.05556 -1.62391  -0.6871
2 O -2.46607 -1.65676 -0.70878  -0.6291
3 O -1.79740 2.51375 0.31740  -0.8239
4 O -1.31774 7.36776 0.72847  -0.6698
5 O -0.60655 2.28316 2.15507  -0.7288
6 O -1.28579 0.84169 -1.44083  -0.5921
7 C 0.69273 4.30282 -1.87957  0.6780
8 C -1.24713 -1.55136 -0.75532  0.6325
9 C -1.04034 2.97155 1.20959  0.7809
10 C -0.74685 6.68408 -0.12141  0.6731
11 C -0.66589 -8.19813 0.94437  -0.2218
12 C 2.87730 -5.02161 1.89940  -0.2064
13 C -1.54372 -7.15251 0.66001  -0.2228
14 C 2.01499 -3.96092 1.62342  -0.2150
15 C 0.64803 -7.91869 1.32558  -0.1752
16 C 2.41806 -6.33400 1.79987  -0.1996
17 C -1.11103 -5.82862 0.76278  -0.1927
18 C 0.68194 -4.19171 1.25028  0.0245
19 C 1.09623 -6.59419 1.42039  -0.0828
20 C 0.21301 -5.52312 1.13884  -0.0123
21 N -0.61344 -0.35645 -1.05003  -0.3390
22 N 0.03448 7.24941 -1.04795  -0.6135
23 N -0.52345 4.38688 -1.34532  -0.6055
24 C 0.88588 3.19906 -2.89087  -0.7050
25 C 0.30987 8.67822 -1.16600  -0.4106
26 C -0.39437 -2.78415 -0.51089  -0.4726
27 C -0.20311 -2.99339 0.99233  -0.4285
28 C -0.58689 4.43990 1.13056  -0.5185
29 C -0.99562 5.15737 -0.17161  -0.1296
30 H -1.55676 1.41979 -0.64893  0.5162
31 H -1.00558 -9.22680 0.87243  0.2076
32 H 3.90286 -4.82342 2.19549  0.2094
33 H -2.56781 -7.36321 0.36600  0.2129
34 H 2.38578 -2.94371 1.71159  0.2141
35 H 1.32240 -8.73907 1.54915  0.2041
36 H 3.09539 -7.15348 2.01800  0.2045
37 H -1.83173 -5.04665 0.54803  0.2239
38 H 0.40320 -0.35607 -1.03130  0.3620
39 H 0.55650 6.60773 -1.63352  0.4245
40 H -1.15079 3.63323 -1.59319  0.4305
41 H 1.86838 3.29911 -3.34738  0.2240
42 H 0.11092 3.26462 -3.65161  0.2205
43 H 0.81220 2.24111 -2.37892  0.2450
44 H 0.50164 8.93293 -2.20832  0.1925
45 H 1.18205 8.92792 -0.56114  0.1906
46 H -0.54592 9.25349 -0.80815  0.2197
47 H -0.88234 -3.64707 -0.96960  0.2296
48 H 0.57778 -2.66037 -0.99551  0.1998
49 H 0.24446 -2.09469 1.43113  0.2293
50 H -1.17287 -3.12565 1.48376  0.2290
51 H 0.49985 4.48067 1.22600  0.2215
52 H -1.01672 4.97389 1.97935  0.2404
53 H -2.08298 5.08005 -0.19919  0.2417

Forces on atoms 1 to 6 (eV/Å):
O 0.49 0.54 0.30
O 0.46 0.02 0.06
O -0.93 0.67 -1.06
O 0.03 -0.56 -0.04
O 0.11 0.90 -0.25
O 0.95 -2.00 -0.44

***

Record 5
Molecular formula: C9H13N2OP
Method: DFT, wB97M-V/def2-TZVPD

Calculated values
Charge: 0
Kohn-Sham gap: 8.1 eV
Spin multiplicity: 1
Energy relative to the best compared isomer or geometry (same formula, charge and spin): 0.0 kJ/mol

Each line ends with the natural charge from an NBO analysis.
Positions of all 26 atoms, in Å:
1 C -1.91260 -1.60120 -2.35420  -0.2540
2 C -2.05896 -0.26364 -2.28700  -0.1974
3 C -0.90649 -2.15738 -1.63829  -0.2160
4 C -1.34133 0.51122 -1.43088  -0.2802
5 C -0.10028 -1.40318 -0.79002  0.0731
6 C -0.35240 -0.04443 -0.68245  0.1785
7 C -0.96271 1.08643 2.20310  -0.6232
8 C 3.42427 -0.36080 0.13863  -0.9411
9 C -0.19466 1.66471 0.98259  -0.2256
10 N 0.96836 -1.90150 -0.06088  -0.9127
11 N 0.38116 0.72165 0.12621  -0.5911
12 O 1.88218 -1.24384 2.42149  -1.0311
13 P 1.77764 -0.83677 1.00280  2.0021
14 H -2.65717 -2.21868 -3.00008  0.2205
15 H -2.95442 0.32005 -2.78628  0.2075
16 H -0.66085 -3.18136 -1.82777  0.2105
17 H -1.54995 1.58762 -1.37097  0.2109
18 H -0.32737 0.83603 3.08364  0.2185
19 H -1.61985 2.00477 2.59749  0.2009
20 H -1.53902 0.25039 2.01036  0.2075
21 H 3.47237 0.62228 -0.18623  0.2487
22 H 4.24294 -0.57622 0.92080  0.2526
23 H 3.45883 -1.03771 -0.71732  0.2503
24 H -0.81924 2.26554 0.40244  0.1931
25 H 0.60086 2.31479 1.40200  0.1935
26 H 1.01740 -2.72648 0.37223  0.4042

Forces on atoms 1 to 6 (eV/Å):
C -2.30 -1.74 -2.14
C -3.86 3.12 -1.15
C 1.55 -0.97 0.56
C -0.73 1.30 -0.57
C -0.96 -0.63 -1.05
C -0.26 -0.28 0.21

***

Record 6
Molecular formula: C4H10NS
Method: DFT, wB97M-V/def2-TZVPD

Calculated values
⟨S²⟩: 0.753
Charge: 0
Kohn-Sham gap (alpha / beta): 8.5 / 5.7 eV
Spin multiplicity: 2
Energy relative to the best compared isomer or geometry (same formula, charge and spin): 97.2 kJ/mol

Each line ends with the Mulliken spin population.
Positions of all 16 atoms, in Å:
1 C -2.83489 1.45717 1.04568  -0.0634
2 S -1.24905 0.62905 0.78690  0.9852
3 H -3.60261 0.72719 1.37187  0.0443
4 H -2.73414 2.21357 1.85870  0.0313
5 H -3.18964 1.95176 0.10140  -0.0003
6 C 0.87368 -2.37083 -1.56520  -0.0024
7 C 0.91928 -1.09812 -1.07513  -0.0052
8 N 2.06603 -0.46076 -0.58761  -0.0008
9 C 1.88794 0.74065 0.22468  0.0206
10 H 1.78312 -3.02810 -1.60454  0.0003
11 H -0.08424 -2.75469 -1.93292  0.0003
12 H 0.00146 -0.47167 -1.04661  0.0038
13 H 2.77500 -1.05566 -0.28715  0.0005
14 H 2.81345 1.30224 0.25110  0.0009
15 H 1.10755 1.35907 -0.21941  -0.0103
16 H 1.57658 0.54374 1.25029  -0.0048

Forces on atoms 1 to 6 (eV/Å):
C -0.33 0.58 -0.39
S -0.91 0.27 0.37
H 0.49 0.26 -0.12
H -0.06 -0.54 -0.56
H 0.32 -0.45 0.97
C 0.38 0.82 0.43

***

Record 7
Molecular formula: C13H23O
Method: DFT, wB97M-V/def2-TZVPD

Calculated values
Charge: +1
Kohn-Sham gap: 7.0 eV
Spin multiplicity: 1
Energy relative to the best compared isomer or geometry (same formula, charge and spin): 121.0 kJ/mol

Each line ends with the natural charge from an NBO analysis.
Positions of all 37 atoms, in Å:
1 C 1.36867 -1.23967 -0.29038  0.1558
2 C 0.21647 -1.02370 -0.53037  -0.1296
3 C -0.92188 1.99624 0.03527  0.7613
4 C -2.44941 4.38431 2.07180  -0.6044
5 C 2.92703 -2.28428 1.33053  -0.5624
6 C 3.22889 0.03392 0.53173  -0.5789
7 C 3.56700 -1.85841 -1.08626  -0.5710
8 C -1.58751 0.15272 -1.79698  -0.4580
9 C -2.05012 -1.01359 0.34958  -0.5550
10 C -1.47461 -2.32451 -1.72173  -0.5741
11 C -2.85368 3.56544 0.83502  -0.0595
12 C 2.72288 -1.32635 0.10037  -0.1691
13 C -1.17415 -1.01743 -0.92028  -0.1252
14 O -1.73793 2.79343 0.31898  -0.4472
15 H -3.28005 5.02771 2.01638  0.2512
16 H -2.34475 3.65955 2.82490  0.2316
17 H -1.47177 4.83552 1.95246  0.2422
18 H 2.52031 -1.92088 2.21355  0.2071
19 H 2.41751 -3.26503 1.10819  0.2114
20 H 3.92004 -2.43572 1.38140  0.2032
21 H 2.51242 0.30563 1.33827  0.2016
22 H 3.29913 0.79148 -0.21277  0.2109
23 H 4.20391 -0.05174 0.98562  0.2166
24 H 3.93329 -1.02519 -1.55025  0.2070
25 H 2.96450 -2.38815 -1.83560  0.2156
26 H 4.25106 -2.45515 -0.62443  0.2102
27 H -2.50580 -0.03812 -2.25858  0.2282
28 H -1.44116 1.02671 -0.98827  0.0973
29 H -0.93190 0.39737 -2.67831  0.2460
30 H -1.85197 -1.63286 1.13206  0.2379
31 H -3.00142 -0.96541 -0.08794  0.2050
32 H -1.83201 -0.05356 0.64531  0.1567
33 H -0.73515 -2.38140 -2.53765  0.2228
34 H -2.48008 -2.32530 -1.97065  0.2035
35 H -1.20854 -3.14339 -1.12644  0.2247
36 H -3.05144 4.27248 -0.00337  0.2431
37 H -3.66778 2.92732 1.04887  0.2437

Forces on atoms 1 to 6 (eV/Å):
C -1.21 0.57 0.22
C 0.12 -0.02 -0.47
C 0.15 1.47 1.06
C 1.06 -1.88 -2.44
C -3.55 -1.01 -3.11
C -0.82 -0.15 1.77

***

Record 8
Molecular formula: C10H16O
Method: DFT, wB97M-V/def2-TZVPD

Calculated values
Charge: 0
Kohn-Sham gap: 9.3 eV
Spin multiplicity: 1
Energy relative to the best compared isomer or geometry (same formula, charge and spin): 121.9 kJ/mol
SMILES: Cc1ccc(O)cc1.CCC

Each line ends with the natural charge from an NBO analysis.
Positions of all 27 atoms, in Å:
1 C 2.77241 -1.62788 -1.23892  -0.6288
2 C 1.57155 -0.80162 -1.59323  -0.0451
3 C 1.35750 0.44051 -1.01067  -0.1882
4 C 0.17123 1.13981 -1.27632  -0.2700
5 C -0.76029 0.61485 -2.15046  0.2900
6 O -1.92731 1.29910 -2.33229  -0.6836
7 C -0.63580 -0.71752 -2.55514  -0.2706
8 C 0.53512 -1.40888 -2.32022  -0.1960
9 H 3.22288 -1.97762 -2.16779  0.2192
10 H 2.54853 -2.42444 -0.51603  0.2187
11 H 3.47802 -1.02359 -0.66469  0.2112
12 H 2.04267 0.77973 -0.25118  0.2104
13 H 0.04626 2.03606 -0.67655  0.2270
14 H -2.39557 1.08469 -3.13729  0.4839
15 H -1.46675 -1.22361 -3.03317  0.2111
16 H 0.61138 -2.42797 -2.66779  0.2115
17 C -1.69510 1.63474 2.18503  -0.6083
18 C -0.60564 0.56246 2.13980  -0.4114
19 C -0.66805 -0.53495 3.17334  -0.6092
20 H -1.80138 2.12323 3.15768  0.2001
21 H -1.62405 2.44844 1.45095  0.2096
22 H -2.61286 1.13493 1.86189  0.2002
23 H 0.34577 1.10590 2.26818  0.1819
24 H -0.45937 0.30198 1.08981  0.2163
25 H -1.01347 -0.15400 4.13398  0.2069
26 H 0.30331 -1.02358 3.22500  0.2108
27 H -1.34101 -1.36076 2.90609  0.2023

Forces on atoms 1 to 6 (eV/Å):
C 0.27 0.47 0.49
C -0.40 -0.76 0.56
C -0.95 -0.62 -0.62
C 1.25 0.14 0.49
C -0.67 -0.67 0.71
O -0.07 0.78 0.35